(1)
C10H14NO5S | ωB97M-V with the def2-TZVPD basis set

Geometry as XYZ:
```
31
Properties=species:S:1:pos:R:3:forces:R:3
O 4.4022 -1.2725 0.8431 0.2 -0.1 -0.2
C 5.1451 -0.3081 0.1109 0.0 0.0 -0.1
C 4.4029 0.9970 -0.2607 0.2 0.1 0.1
C 3.0895 1.2954 0.4755 -0.1 0.1 -0.1
C 1.8794 1.6770 -0.4335 -0.1 0.0 0.2
N 0.7833 0.7430 -0.4553 -0.1 0.1 -0.5
S 1.0683 -0.4884 -1.5629 -0.2 -0.2 -0.1
H 4.2025 -0.9063 1.7038 -0.2 0.1 0.2
H 5.4477 -0.8248 -0.7990 0.0 0.0 0.0
H 6.0710 -0.0683 0.6462 0.0 0.0 0.1
H 5.1040 1.8115 -0.0596 0.0 0.1 -0.1
H 4.2278 1.0215 -1.3368 -0.1 -0.2 0.0
H 2.7442 0.4391 1.0516 0.0 -0.1 0.1
H 3.2545 2.1235 1.1698 0.1 -0.1 0.2
H 1.4714 2.6265 -0.0645 0.0 0.0 0.0
H 2.2810 1.8933 -1.4389 0.0 0.0 -0.1
H 1.2661 -1.5689 -0.7757 0.4 -0.2 0.1
C -3.5253 -1.0508 1.3494 -0.2 0.0 0.1
C -2.6726 -0.5964 0.3896 -0.1 -0.1 0.1
C -3.1960 -0.1422 -0.9656 -0.2 0.0 -0.1
O -2.4181 0.2960 -1.7793 0.1 0.0 0.0
C -4.6351 -0.2509 -1.2142 0.1 0.0 0.0
C -5.4399 -0.7098 -0.2529 0.0 0.0 -0.1
C -4.9265 -1.1273 1.0992 0.2 0.0 0.1
O -5.7780 -1.5164 1.8991 -0.1 0.0 0.0
O -6.7612 -0.8424 -0.3733 -0.1 0.0 -0.1
O -1.4000 -0.5222 0.5962 -0.1 -0.3 -0.1
H -3.1683 -1.3686 2.3187 0.1 0.0 0.0
H -5.0013 0.0579 -2.1833 0.0 0.0 0.0
H -7.0490 -1.1904 0.4970 0.1 0.0 0.1
H -0.8698 -0.2270 -0.1947 0.4 0.7 0.3
```
Positions in Å, forces in eV/Å.

As for the spin multiplicity: 1. Its net charge is -1. The HOMO energy is -0.0995 Ha. The value obtained for the frontier orbital gap is 4.4 eV. Its LUMO energy is 1.713 eV.

Here are the Mulliken charges for atoms 1 to 4, given in e: -0.52 -0.49 -0.37 -0.46

---

(2)
C4H16O4 | ωB97M-V with the def2-TZVPD basis set

Geometry as XYZ:
```
24
Properties=species:S:1:pos:R:3:forces:R:3
C 0.9799 1.2636 -1.8320 0.0 0.5 -1.1
C 1.2481 0.8099 -0.4460 2.6 -1.9 1.5
C 2.2793 -0.0499 -0.1016 -2.6 2.1 0.4
C 2.5613 -0.5182 1.3081 -1.0 0.1 -0.2
H -0.0238 0.8874 -2.1961 1.1 0.4 0.2
H 0.9814 2.3864 -1.9428 -0.1 -1.1 0.3
H 1.8242 0.8973 -2.4807 -1.1 0.2 0.4
H 0.6931 1.1537 0.4124 -0.6 0.3 -0.1
H 2.8783 -0.3593 -0.9011 1.1 -0.7 -1.0
H 1.8107 -0.1176 1.9970 -0.2 -0.3 -0.2
H 3.4673 -0.1742 1.7375 1.3 0.6 -0.1
H 2.6088 -1.6016 1.4214 -0.3 -0.1 -0.2
O -3.0251 1.0131 0.3992 3.4 -1.6 -2.4
H -2.9683 0.3104 -0.3839 0.1 1.5 1.6
H -3.9049 1.0680 0.6098 -3.4 0.3 0.9
O -0.4427 -1.8749 0.0740 -0.6 1.5 1.9
H 0.3693 -1.4841 -0.2639 0.2 0.0 -0.1
H -0.6366 -1.2451 0.8868 0.3 -1.5 -1.7
O -2.5201 -0.8952 -1.4091 -2.1 2.0 -5.0
H -2.2403 -0.7782 -2.4082 -0.9 -0.3 3.2
H -1.8071 -1.2999 -1.0023 3.0 -1.8 1.8
O -1.2939 -0.1987 2.1324 -1.1 1.1 -0.7
H -1.9476 0.4033 1.6322 0.7 -1.1 0.4
H -0.8912 0.4036 2.7570 0.3 0.0 0.3
```
Positions in Å, forces in eV/Å.

As for the spin multiplicity: 1. Its net charge is 0. The HOMO energy is -0.3407 Ha. The value obtained for the frontier orbital gap is 10.0 eV. The SMILES is C/C=C/C.O.O.O.O. Its LUMO energy is 0.689 eV.

Here are the Mulliken charges for atoms 1 to 4, given in e: -0.91 0.14 -0.42 -1.01

---

(3)
C5H10N2 | ωB97M-V with the def2-TZVPD basis set

Geometry as XYZ:
```
17
Properties=species:S:1:pos:R:3:forces:R:3
C -2.4303 0.4443 -0.2343 -0.2 -0.9 0.9
C -0.2041 -1.5217 -0.5832 0.2 0.1 0.1
N 1.0936 0.6269 -0.7503 -0.6 -0.4 0.4
C -0.0901 -0.0561 -0.2566 -4.7 0.8 -1.5
C 1.4421 0.5902 0.6144 1.1 2.6 3.8
C 2.6794 0.4358 1.1134 -0.5 -0.3 -0.2
N -1.0893 0.6781 0.2766 2.2 -0.8 -2.8
H 0.8136 1.5759 -0.9983 -0.2 -0.1 0.1
H 0.5066 0.9847 1.2577 2.9 -1.1 -0.5
H -3.1453 0.9876 0.3874 0.1 -0.1 -0.1
H -2.6987 -0.6189 -0.2028 -0.2 0.0 -0.1
H -2.5669 0.7906 -1.2670 0.3 0.0 0.1
H 0.7823 -1.9502 -0.7673 -0.1 0.1 -0.1
H -0.8185 -1.6460 -1.4794 0.1 0.0 0.0
H -0.6686 -2.0649 0.2417 -0.1 0.1 -0.1
H 3.5608 0.5873 0.4988 -0.1 -0.7 -0.2
H 2.8335 0.1564 2.1492 -0.1 0.6 0.1
```
Positions in Å, forces in eV/Å.

As for the spin multiplicity: 1. Its net charge is 0. The HOMO energy (alpha / beta) is -0.3058 / -0.3058 Ha. The value obtained for the frontier orbital gap (alpha / beta) is 8.4 / 8.4 eV. Its LUMO energy (alpha / beta) is 0.099 / 0.099 eV.

Here are the Mulliken charges for atoms 1 to 4, given in e: -0.83 -1.30 -0.47 0.97

---

(4)
C36H31NO7 | ωB97M-V with the def2-TZVPD basis set

Geometry as XYZ:
```
75
Properties=species:S:1:pos:R:3:forces:R:3
O -3.4604 -2.1234 -6.2437 0.0 0.0 0.0
C -3.3448 -0.9175 -6.1959 0.0 -0.1 0.0
C -3.9700 -0.0471 -7.2338 0.0 0.1 0.0
C -4.7106 -0.6351 -8.2514 -0.1 0.0 -0.1
C -5.3261 0.1577 -9.2046 0.0 0.0 0.0
C -5.2059 1.5423 -9.1455 0.0 0.0 0.0
C -4.4574 2.1327 -8.1420 -0.1 0.0 -0.1
C -3.8329 1.3414 -7.1860 0.0 -0.1 0.0
C -3.0170 1.9955 -6.1233 0.0 0.1 0.0
O -2.8564 3.1981 -6.1130 0.0 0.0 0.0
C -2.4107 1.1285 -5.0748 0.0 -0.1 -0.1
C -1.6754 1.7183 -4.0550 0.1 0.0 0.1
C -1.1284 0.9301 -3.0564 0.0 -0.1 0.0
C -1.3119 -0.4501 -3.0683 0.1 0.4 -0.1
C -2.0335 -1.0427 -4.0901 0.0 -0.1 0.1
C -2.5820 -0.2587 -5.0977 0.0 0.1 0.0
H -4.8021 -1.7117 -8.2868 0.0 0.0 0.1
H -5.9052 -0.3018 -9.9947 0.0 0.0 0.0
H -5.6966 2.1603 -9.8858 0.0 0.0 0.0
H -4.3540 3.2076 -8.0912 0.1 0.0 0.1
H -1.5404 2.7911 -4.0496 -0.1 0.0 -0.1
H -0.5583 1.3932 -2.2603 0.0 0.0 0.0
H -0.8867 -1.0599 -2.2906 0.1 -0.1 0.0
H -2.1753 -2.1144 -4.1058 0.0 0.0 -0.1
O 6.3083 4.6680 3.5774 0.0 0.0 0.0
C 5.5066 3.7592 3.6081 0.1 0.1 0.0
C 4.9900 3.2332 4.9041 -0.1 -0.1 -0.1
C 5.4223 3.8143 6.0892 0.0 0.0 0.1
C 4.9279 3.3621 7.3005 0.0 0.0 0.0
C 3.9984 2.3280 7.3341 0.0 0.0 0.0
C 3.5747 1.7357 6.1569 0.0 0.0 0.1
C 4.0717 2.1817 4.9388 0.0 0.1 -0.1
C 3.6164 1.5203 3.6839 -0.1 -0.1 0.0
O 2.8566 0.5747 3.7149 -0.1 0.0 0.0
C 4.1164 2.0588 2.3873 0.0 0.1 0.1
C 3.6802 1.4804 1.2018 0.0 0.0 -0.1
C 4.1109 1.9844 -0.0132 0.0 0.0 0.0
C 4.9798 3.0701 -0.0498 0.0 0.0 0.0
C 5.4274 3.6426 1.1284 0.0 0.0 -0.1
C 5.0018 3.1376 2.3505 -0.1 0.0 0.0
H 6.1415 4.6207 6.0537 0.0 0.0 -0.1
H 5.2633 3.8180 8.2226 0.0 0.0 0.0
H 3.6060 1.9835 8.2817 0.0 0.0 0.0
H 2.8567 0.9277 6.1740 0.0 0.0 -0.1
H 3.0034 0.6382 1.2399 0.0 0.0 0.1
H 3.7686 1.5339 -0.9355 0.0 0.0 0.0
H 5.3092 3.4674 -1.0006 0.0 0.0 0.0
H 6.1060 4.4839 1.1087 0.0 0.0 0.1
C -2.3491 -0.5515 2.7062 0.2 0.0 -0.3
C -1.0849 -0.5807 2.2993 -0.4 0.0 0.4
C -0.6331 -0.7526 0.8743 0.3 0.5 0.4
O -0.5461 -2.1064 0.3712 0.0 0.0 0.3
C -1.6430 -2.6422 -0.1952 0.1 -0.3 -0.4
O -1.6638 -2.8947 -1.3646 -0.1 -0.1 -0.1
N -2.7488 -2.9224 0.6667 0.0 0.6 0.2
O -2.6884 -4.2819 1.0626 0.1 0.0 0.1
C -2.2506 -4.4396 2.4232 -0.2 -0.1 0.0
C -0.7986 -4.8877 2.4787 -0.2 0.2 0.2
C -0.1496 -4.6899 3.8494 0.5 -0.1 -0.1
C 0.3932 -3.2775 4.0676 0.0 -0.3 -0.1
H -3.1680 -0.6246 2.0028 0.0 -0.1 0.1
H -2.6002 -0.4886 3.7568 0.0 0.2 0.0
H -0.3125 -0.4253 3.0450 0.1 -0.3 -0.1
H -1.2192 -0.1193 0.2052 -0.2 -0.3 -0.2
H 0.3957 -0.4012 0.8250 0.0 0.0 -0.2
H -3.5726 -2.8525 0.0788 -0.1 -0.3 0.0
H -2.4349 -3.5239 2.9849 0.1 0.1 -0.1
H -2.9124 -5.2089 2.8272 0.1 0.0 0.1
H -0.7410 -5.9332 2.1763 0.0 0.0 -0.1
H -0.2406 -4.2968 1.7507 0.1 -0.1 -0.1
H -0.8013 -4.9940 4.6717 -0.2 0.0 -0.1
H 0.7131 -5.3600 3.8946 -0.1 -0.1 0.1
H 1.0161 -3.0002 3.2155 0.0 0.1 0.0
H 1.0387 -3.2628 4.9452 -0.1 0.2 0.1
H -0.4006 -2.5405 4.1699 0.0 0.1 0.1
```
Positions in Å, forces in eV/Å.

As for the spin multiplicity: 1. Its net charge is 0. The HOMO energy is -0.3544 Ha. The value obtained for the frontier orbital gap is 8.5 eV. The SMILES is O=C1c2ccccc2C(=O)c2ccccc21.O=C1c2ccccc2C(=O)c2ccccc21.C=CCOC(=O)NOCCCC. Its LUMO energy is -1.126 eV.

Here are the Mulliken charges for atoms 1 to 4, given in e: -0.65 0.56 0.18 -0.56

---

(5)
C9H17ClN4 | ωB97M-V with the def2-TZVPD basis set

Geometry as XYZ:
```
31
Properties=species:S:1:pos:R:3:forces:R:3
C -3.4781 2.5324 -2.5030 -4.7 2.5 -3.3
N -2.3337 1.8568 -2.1278 2.0 -2.7 1.6
C -2.2675 0.8707 -1.2910 0.8 2.4 -1.2
C -0.9096 0.4567 -0.8703 2.9 0.5 -0.1
N 0.0722 0.8133 -1.8618 -0.3 2.2 -1.1
N -0.5783 -0.8639 -0.6782 -0.9 -5.2 1.4
C -0.1954 -1.5341 0.3256 -1.3 1.4 -1.7
N -0.0526 -1.1135 1.6965 0.2 1.3 0.7
C -0.9732 -0.6401 2.4369 -0.5 -0.2 0.6
Cl -0.9797 -0.2978 4.0622 0.8 0.1 0.2
C 1.3205 -1.3043 2.1639 0.1 -0.8 -3.0
C 2.2805 -0.5823 1.2220 0.6 -4.1 1.1
C 3.7324 -0.9389 1.4092 -0.5 1.0 -0.3
C 3.0264 -1.3063 0.1198 -0.2 -0.5 2.8
H -4.4967 2.1801 -2.1148 1.9 0.0 0.3
H -3.4383 3.6883 -2.2666 0.3 -2.4 -0.8
H -3.6976 2.3054 -3.6820 1.0 1.1 2.6
H -1.3915 2.0878 -2.5222 -0.5 0.1 0.0
H -3.1235 0.6674 -0.7311 -1.4 -0.9 0.6
H -0.7135 0.9290 0.0599 0.0 1.7 1.0
H -0.0703 0.2343 -2.6595 0.2 -0.6 -0.7
H 1.0738 0.9671 -1.7360 -0.7 -0.1 0.9
H 0.1142 -2.5557 0.2377 0.2 -0.5 -0.3
H -1.9488 -0.5110 2.0910 -1.4 0.0 -1.3
H 1.3733 -1.0073 3.1329 0.3 1.1 2.8
H 1.3378 -2.3802 2.1537 1.1 -0.7 0.0
H 2.0213 0.3623 1.0356 -0.8 3.8 -0.5
H 3.8471 -1.7242 2.1542 0.6 0.2 -0.3
H 4.3926 -0.0646 1.4066 0.0 -0.7 0.2
H 3.2192 -0.7818 -0.7526 0.5 0.7 -1.5
H 2.8371 -2.3456 0.0892 -0.2 -0.9 -0.7
```
Positions in Å, forces in eV/Å.

As for the spin multiplicity: 1. Its net charge is +2. The HOMO energy is -0.6233 Ha. The value obtained for the frontier orbital gap is 9.0 eV. The SMILES is C/[NH+]=C/[C@H](N)/N=C\[N+](=C\Cl)CC1CC1. Its LUMO energy is -7.972 eV.

Here are the Mulliken charges for atoms 1 to 4, given in e: -0.79 0.03 -0.72 0.72

---

(6)
C3H5NO2 | ωB97M-V with the def2-TZVPD basis set

Geometry as XYZ:
```
11
Properties=species:S:1:pos:R:3:forces:R:3
O 1.7713 0.5650 0.3261 0.1 0.1 -0.1
C 0.8103 -0.1711 -0.2069 -0.1 -0.1 -0.1
C -0.6038 0.2633 0.2427 -0.1 -0.2 0.1
O -0.6567 1.6303 -0.0323 0.1 0.1 0.1
C -1.6555 -0.4512 -0.4954 -0.7 -0.6 -0.5
N -2.4363 -1.0762 -1.0746 0.8 0.6 0.6
H 1.5290 -0.8379 0.6029 0.1 -0.2 0.1
H 0.8831 -0.4856 -1.2631 0.0 0.1 0.2
H 0.8578 -1.4507 0.3359 0.0 0.0 -0.1
H -0.7178 0.0514 1.3169 0.0 0.0 -0.2
H 0.2187 1.9625 0.2477 -0.1 0.0 -0.1
```
Positions in Å, forces in eV/Å.

As for the spin multiplicity: 1. Its net charge is 0. The HOMO energy is -0.3835 Ha. The value obtained for the frontier orbital gap is 10.4 eV. Its LUMO energy is -0.038 eV.

Here are the Mulliken charges for atoms 1 to 4, given in e: -0.74 -0.06 0.29 -0.50

---

Quick rundown of E, same order as above: -33158.5935 -12597.0350 -8323.1913 -53655.6669 -28070.9462 -8772.1559 eV
Quick rundown of relative energy (zero: lowest compared OMol25 entry of this formula, charge and spin), same order as above: 266.65 77.34 399.63 0.00 0.00 534.42 kJ/mol